1.
{"formula": "C3H6N2S3", "method": "wB97M-V/def2-TZVPD", "de_lowest_kcal_mol": 65.25, "total_charge": 0, "fmax_ev_per_a": 2.880, "molar_mass_g_mol": 166.3, "orbital_gap_ev": 8.94, "smiles": "CS/C=N\\S/C=N\\S", "symbols": ["C", "C", "C", "H", "H", "H", "H", "H", "H", "N", "N", "S", "S", "S"], "coordinates": [[-2.466, 0.257, -0.535], [-0.203, -1.093, -0.271], [1.735, 0.690, 1.443], [-3.224, -0.542, -0.194], [-2.169, 0.102, -1.598], [-2.858, 1.332, -0.241], [-0.777, -1.731, -1.052], [1.484, 1.053, 2.412], [2.362, -0.256, -1.073], [0.879, -1.707, 0.042], [1.924, 1.554, 0.486], [-0.932, 0.359, 0.369], [1.828, -1.091, 1.285], [2.416, 1.073, -1.073]], "lowdin_charge": [-0.43, -0.63, -0.64, 0.07, 0.04, 0.07, 0.12, 0.05, -0.19, -0.41, -0.44, 0.85, 0.83, 0.71]}


2.
{"formula": "C3H6N3", "method": "wB97M-V/def2-TZVPD", "de_lowest_kcal_mol": 96.28, "total_charge": 1, "fmax_ev_per_a": 3.777, "molar_mass_g_mol": 84.1, "orbital_gap_ev": 8.50, "symbols": ["C", "C", "C", "N", "N", "N", "H", "H", "H", "H", "H", "H"], "coordinates": [[1.545, 1.034, -0.397], [1.506, 0.176, 0.736], [-0.863, 0.032, 0.613], [0.548, 1.354, -1.122], [0.340, -0.293, 0.899], [-1.748, -0.950, -0.029], [2.647, 1.384, -0.534], [2.340, -0.089, 1.385], [-0.316, 0.852, -0.784], [-1.799, -0.576, -0.990], [-2.657, -0.892, 0.422], [-1.543, -2.030, -0.200]], "lowdin_charge": [-0.18, -0.05, -0.05, 0.17, 0.07, 0.16, 0.16, 0.15, 0.01, 0.17, 0.16, 0.24]}


3.
{"formula": "C3H6N3O", "method": "wB97M-V/def2-TZVPD", "de_lowest_kcal_mol": 73.99, "total_charge": 1, "fmax_ev_per_a": 4.813, "molar_mass_g_mol": 100.1, "orbital_gap_ev": 9.55, "smiles": "[H]/N=N/C(=O)[C@H]1C[NH2+]1", "symbols": ["C", "C", "C", "N", "N", "N", "O", "H", "H", "H", "H", "H", "H"], "coordinates": [[-0.930, -0.386, -0.206], [1.642, -0.439, -0.155], [0.361, 0.185, 0.164], [-2.662, 0.240, 1.389], [-1.771, -0.472, 0.984], [1.059, 0.589, -1.037], [-1.220, -0.734, -1.337], [2.312, 0.021, 0.539], [1.879, -1.328, -0.517], [0.321, 0.895, 1.014], [-3.073, -0.150, 2.242], [1.569, 1.456, -1.284], [0.513, 0.123, -1.797]], "lowdin_charge": [-0.36, 0.06, -0.15, 0.16, 0.04, 0.17, 0.14, 0.14, 0.11, 0.19, 0.10, 0.22, 0.18]}


4.
{"formula": "C3H6N3O", "method": "wB97M-V/def2-TZVPD", "de_lowest_kcal_mol": 28.54, "total_charge": 1, "fmax_ev_per_a": 5.887, "molar_mass_g_mol": 100.1, "orbital_gap_ev": 10.62, "smiles": "Nn1ccoc1=[NH2+]", "symbols": ["C", "C", "C", "N", "N", "N", "O", "H", "H", "H", "H", "H", "H"], "coordinates": [[-0.889, 1.306, -0.137], [-2.123, 0.731, -0.077], [-0.567, -0.865, 0.030], [0.079, 0.289, -0.054], [0.063, -2.048, 0.115], [1.491, 0.231, -0.002], [-2.000, -0.598, 0.060], [-0.544, 2.343, -0.201], [-3.167, 0.913, -0.244], [1.095, -1.708, 0.013], [-0.350, -2.913, 0.324], [1.785, 0.882, 0.713], [1.968, 0.355, -0.856]], "lowdin_charge": [0.03, -0.05, -0.22, -0.07, 0.24, 0.15, 0.11, 0.14, 0.15, 0.17, 0.12, 0.13, 0.11]}


5.
{"formula": "C3H6N3O2", "method": "wB97M-V/def2-TZVPD", "de_lowest_kcal_mol": 110.56, "total_charge": 1, "fmax_ev_per_a": 4.912, "molar_mass_g_mol": 116.1, "orbital_gap_ev": 9.67, "symbols": ["C", "C", "C", "N", "N", "N", "O", "O", "H", "H", "H", "H", "H", "H"], "coordinates": [[2.692, -0.459, 0.021], [-2.232, 0.201, -0.566], [-1.423, 0.382, 0.574], [1.110, 1.033, -0.283], [1.404, -1.025, 0.259], [0.586, 0.001, 0.153], [3.780, -0.958, 0.125], [2.363, 0.832, -0.407], [-1.817, 0.565, -1.549], [-2.429, -0.798, -0.790], [-3.085, 0.955, -0.552], [-1.493, -0.309, 1.374], [-0.877, 1.415, 0.801], [1.421, -1.834, 0.841]], "lowdin_charge": [-0.39, -0.09, 0.11, 0.08, 0.19, -0.04, 0.19, 0.13, 0.13, 0.08, 0.16, 0.09, 0.16, 0.19]}


6.
{"formula": "C3H6N3P", "method": "wB97M-V/def2-TZVPD", "de_lowest_kcal_mol": 34.72, "s_squared": 2.006, "total_charge": 0, "fmax_ev_per_a": 5.476, "multiplicity": 3, "molar_mass_g_mol": 115.1, "orbital_gap_ev": [7.84, 7.11], "symbols": ["C", "C", "C", "N", "N", "N", "P", "H", "H", "H", "H", "H", "H"], "coordinates": [[-1.921, 1.686, -0.375], [-0.989, 1.103, 0.524], [3.242, -1.815, -0.526], [-2.937, 0.893, -0.495], [-2.688, -0.054, 0.326], [-1.494, -0.071, 0.868], [2.099, -0.630, -0.215], [-2.017, 2.620, -0.933], [-0.041, 1.409, 0.852], [-3.324, -0.791, 0.459], [4.071, -1.872, 0.087], [3.176, -2.538, -1.323], [2.821, 0.060, 0.750]], "lowdin_charge": [-0.16, -0.17, -0.44, 0.03, -0.11, 0.05, 0.69, 0.10, 0.06, 0.14, -0.03, 0.00, -0.16]}